The following is a DFT calculation (ωB97M-V/def2-TZVPD) of a 17-piece molecular cluster, C70H183N9O34 overall at a distorted geometry.

Net charge: 0
LUMO: 0.582 eV
Gap between HOMO and LUMO: 0.321 Ha
Highest occupied orbital energy: -8.2 eV
Electronic energy: -158565.9087 eV
Relative energy (zero: lowest compared OMol25 entry of this formula, charge and spin): 26.93 kcal per mole

Atoms and positions in Å:
H1 12.27727 12.12705 23.65891
C1 19.01564 18.20361 22.98099
H2 15.34889 14.05946 24.76802
H3 16.86955 9.65452 14.45898
H4 14.93748 20.59601 19.31419
H5 12.96328 14.47335 21.97428
H6 22.23360 16.11733 17.63577
H7 15.19810 14.06159 20.71278
N1 18.24948 18.82942 15.39050
H8 13.86488 16.33717 19.80872
H9 20.53486 14.58585 23.01412
H10 9.88830 12.29131 22.90684
N2 15.13221 10.58317 17.39679
H11 13.11293 21.56544 21.06734
H12 12.58283 20.12808 20.02639
H13 13.58276 10.77928 29.57168
O1 13.43443 16.00702 17.75952
O2 15.02613 13.35939 25.30955
C2 19.84341 15.05254 26.30444
H14 12.96206 12.63414 26.83611
H15 21.13868 14.19767 21.37846
H16 14.35858 17.62651 23.76479
H17 20.35478 20.40741 19.76613
C3 16.06401 19.15151 26.34707
C4 23.44470 14.29288 18.70670
H18 16.87730 11.33327 15.16386
H19 13.25364 11.62090 17.19927
H20 15.45217 14.86857 19.15218
H21 18.35081 14.62434 24.77763
C5 14.38553 12.43156 18.76432
C6 22.22923 16.22791 18.71290
H22 21.33210 16.75604 18.98133
C7 15.74781 14.07410 19.84953
O3 19.48637 16.66461 12.70733
H23 14.59320 13.71549 29.54534
H24 19.57806 9.98843 15.09429
C8 12.15502 20.01484 22.85692
H25 13.70544 15.43091 24.29074
H26 18.33892 10.04243 20.90452
H27 11.68376 15.07697 25.28000
H28 23.56994 12.98763 20.24217
H29 16.21848 11.76095 25.37390
H30 14.85318 21.93549 29.54511
H31 13.81819 16.74244 26.66430
C9 23.45694 12.87469 19.17007
H32 23.42393 14.29935 17.57927
H33 10.44520 14.47826 22.87678
H34 20.48400 20.13320 29.16041
H35 14.63134 11.54835 30.77551
C10 13.62334 15.81934 23.23406
H36 10.24056 17.10108 20.53036
H37 13.92201 22.28006 31.83712
H38 10.13616 15.03876 26.05976
C11 19.30464 18.06642 14.69491
H39 18.95598 11.53477 15.48603
H40 20.25008 20.74254 22.76720
H41 23.68833 20.52681 19.13449
C12 10.51328 11.86796 33.48250
H42 10.87637 18.65508 20.99509
H43 15.26535 14.57479 17.28987
H44 10.99916 14.33177 31.33555
C13 17.91801 23.38332 24.01285
C14 14.94969 16.94275 15.97587
H45 8.17569 15.56802 24.26320
H46 11.40886 16.81661 27.26153
C15 18.56587 10.56024 19.92599
H47 20.10900 14.82853 18.07049
H48 16.61242 18.17363 26.37643
H49 15.95426 17.56440 28.85800
O4 19.75772 18.89274 21.96295
C16 13.98752 17.21341 17.13809
H50 12.22683 18.86590 27.26769
O5 15.76648 12.81085 19.05494
H51 15.15374 12.82784 22.67499
H52 9.13598 18.43697 20.53636
C17 18.56878 17.26876 13.63558
H53 22.62642 19.90169 16.04719
H54 19.70619 15.06074 11.45005
H55 11.30537 13.13887 27.46269
H56 12.47378 17.25481 19.17167
H57 17.15353 24.17510 23.84095
H58 12.42385 12.20495 21.20113
H59 15.45655 14.28550 15.54394
H60 17.66638 14.10436 15.44035
H61 16.50753 15.94362 22.97751
H62 15.97816 21.12445 30.65340
H63 15.21384 17.92521 15.62813
H64 17.47929 18.18082 15.60567
H65 17.55623 16.55985 24.76710
H66 17.77594 17.65681 20.08029
H67 14.60669 11.31508 24.84270
H68 19.77324 13.57793 16.98778
H69 19.85777 15.27042 16.35642
H70 14.66027 12.49581 28.26088
C18 8.87574 16.37677 24.09336
O6 13.52275 21.76492 27.11296
H71 18.01786 16.48266 14.09389
H72 22.99082 10.26673 19.59435
H73 18.14607 15.12851 12.40508
H74 15.45564 16.38394 27.27753
C19 20.86132 10.21853 19.65377
C20 18.71395 19.49294 16.58176
N3 20.99511 20.98215 20.30455
H75 23.89503 19.13472 16.97711
H76 11.09767 19.64586 25.97333
H77 18.10552 20.40464 16.76957
N4 10.23487 15.81252 24.10567
H78 12.70881 16.39864 23.18982
H79 19.10610 19.07320 18.71793
C21 13.00195 16.30394 19.13150
H80 15.67446 18.67234 31.08653
C22 10.76686 15.62599 25.45958
H81 19.22648 17.98173 26.24059
H82 11.35153 22.45174 31.81432
C23 13.27198 20.50851 20.79577
H83 17.90374 11.38363 19.64500
C24 11.65409 11.65653 21.87822
C25 20.26083 14.20573 22.00279
H84 14.02106 25.16000 28.65456
H85 23.12255 16.75914 19.05114
C26 19.52588 14.64854 17.17626
C27 14.38558 16.36871 27.49517
C28 16.94715 21.19790 21.23219
C29 16.73947 10.26079 15.39300
H86 22.31501 22.52172 19.84265
O7 18.67832 19.18062 28.99389
H87 7.77776 17.58998 22.47969
H88 13.02945 23.09664 29.35562
C30 12.67279 12.96729 32.01007
H89 15.95598 18.93534 24.25635
H90 16.00130 10.70908 17.85760
H91 22.48370 20.74461 21.76110
H92 17.36508 16.49420 18.85782
H93 14.64779 10.04465 15.42575
H94 20.03063 12.19311 21.63727
H95 17.28629 13.05417 16.85895
H96 21.25023 19.31411 23.24670
C31 18.63249 18.64142 17.80998
C32 14.84458 18.60074 30.39382
H97 17.17198 20.27073 21.75275
O8 15.94867 16.34975 23.65746
H98 14.03341 20.58217 32.28732
H99 15.21966 16.50469 30.11252
O9 22.29642 14.88275 19.23205
H100 20.62077 14.90968 25.52955
H101 14.52708 17.76680 17.97138
H102 19.72571 10.52081 16.73286
H103 22.18757 11.22466 20.90322
H104 19.25329 17.74130 17.71550
H105 14.78150 23.34396 27.73306
C33 22.79316 19.22479 16.89240
C34 11.36925 13.69222 32.17801
H106 14.28216 21.29065 26.74277
H107 20.68097 17.95777 27.79838
O10 10.29073 12.86948 32.50662
C35 19.02357 10.50750 15.88183
H108 10.05585 17.34704 26.45541
C36 18.46002 15.19079 25.70133
O11 17.26251 18.49677 18.23367
H109 20.23411 15.85096 26.90883
H110 18.42586 16.15349 11.03350
H111 17.31427 23.35897 21.77413
H112 23.28664 21.46129 17.65859
H113 13.99392 11.79842 19.61780
O12 13.96716 17.18812 28.60326
O13 13.80172 14.85984 22.26838
H114 16.79202 16.63152 16.91423
H115 15.51234 8.80296 16.25332
C37 21.86794 21.69240 19.29894
H116 17.72938 14.88387 26.43116
O14 17.52939 22.19376 23.42578
H117 18.61326 18.94048 23.65211
C38 22.87169 20.84210 18.48043
C39 8.69826 17.01139 22.72808
H118 10.85552 12.30755 34.40456
C40 10.49467 12.59698 22.06735
H119 21.47208 19.47475 27.16577
C41 14.97314 21.10458 30.30908
H120 12.01105 11.60572 27.96981
O15 12.68454 21.13172 30.83701
H121 12.95915 19.43990 25.68296
H122 18.83036 14.76308 20.38033
C42 17.71057 22.37543 22.04599
H123 15.16742 19.47633 20.62606
H124 13.02052 12.61486 32.93517
H125 11.53209 14.41279 33.03989
H126 24.41849 14.82839 18.90455
H127 13.86656 19.88965 29.16851
O16 17.80719 9.99150 16.29201
N5 15.53604 21.52082 21.18042
H128 22.18610 19.25534 20.87660
C43 14.32181 11.79222 17.40697
H129 16.76335 14.26259 20.15775
C44 14.81350 20.48846 20.36461
O17 18.17628 14.85106 17.44607
C45 11.58979 21.36903 31.73308
H130 18.20137 17.68484 22.49708
C46 21.71038 20.15720 21.29181
C47 12.25886 12.65994 27.68378
H131 12.30014 15.53002 19.45978
C48 18.89712 15.70606 11.89693
H132 17.84811 12.29740 23.17392
N6 14.80435 19.82521 29.60481
C49 13.78924 11.70945 30.11252
H133 17.94625 19.30823 28.37661
H134 19.44658 20.66607 27.79861
O18 22.12698 19.75336 17.98932
H135 17.39403 21.12109 20.22058
O19 18.15976 15.28651 22.27173
O20 12.85182 13.39712 28.69515
H136 21.21138 22.12498 18.50814
O21 13.09425 25.04001 28.69197
O22 18.23216 16.58016 25.43014
C50 12.03970 18.99580 26.16557
H137 8.69051 16.23075 21.95299
H138 18.38040 9.77957 19.17162
C51 9.98997 18.04034 21.08880
H139 11.48324 10.76146 21.21497
H140 15.97670 19.97539 28.14335
C52 19.24906 15.09485 21.36952
O23 10.88456 13.94010 22.16552
C53 17.13743 17.44325 19.28692
H141 14.66525 12.54717 16.64267
N7 12.61703 11.90003 30.99616
O24 19.79273 18.80860 26.19410
H142 15.18512 21.44582 22.15779
O25 17.12993 12.94672 23.23190
O26 19.78842 12.81214 22.31896
N8 22.19409 12.11352 18.89811
H143 9.62348 11.29736 33.72299
H144 20.02465 18.84653 14.33626
H145 14.99236 19.00531 26.59664
H146 14.90680 17.14421 22.10797
C54 16.20741 19.75647 24.97467
H147 19.75184 19.89036 16.40219
H148 20.77538 9.40073 20.36884
C55 20.75433 19.81500 22.43609
H149 11.78586 11.98406 30.46266
C56 12.90812 23.66992 28.42276
H150 10.67600 20.93708 31.28553
C57 20.52516 18.93637 27.38712
H151 12.54018 20.62655 23.68200
H152 11.26098 11.07734 33.04026
H153 21.47411 12.77118 19.10377
O27 15.41390 20.82230 24.66550
H154 14.13420 15.29572 27.63408
C58 15.09951 17.36584 29.47912
H155 13.74479 13.31637 18.67575
H156 17.89186 14.37646 22.57690
C59 19.78066 19.78982 28.33197
O28 19.82627 13.87662 27.08709
H157 15.86543 21.65707 24.82017
C60 13.93365 21.24190 31.43597
H158 19.74605 16.10487 21.20602
H159 22.45113 18.24008 16.63004
H160 11.26733 20.53239 22.43786
H161 13.86792 18.32645 30.89082
C61 17.36758 14.11230 16.50682
H162 18.80123 23.85227 23.46535
O29 9.82597 17.78596 22.46389
O30 12.19157 11.28312 23.15774
C62 22.17620 10.97863 19.83176
H163 20.74140 13.69123 27.34539
H164 24.31218 12.40271 18.64242
H165 20.76724 9.78381 18.63137
H166 8.72500 17.22229 24.73364
H167 16.06440 17.39549 19.51892
H168 13.23923 17.90501 16.77704
C63 15.87196 12.21650 23.29850
H169 18.77918 22.33112 21.74987
H170 11.75840 19.07539 23.20874
O31 19.83931 11.16115 19.91989
O32 16.50742 20.07622 27.37112
H171 19.59360 17.35569 23.43127
H172 10.87176 16.47171 23.68360
H173 11.84485 20.92504 32.69536
H174 17.86766 17.93996 13.10254
H175 14.37704 16.35557 15.23524
C64 15.43671 9.88041 16.11510
H176 19.94187 17.39258 15.30003
C65 11.00436 16.90440 26.25106
H177 18.10090 23.26957 25.08955
O33 13.11017 19.66980 21.93399
O34 11.82536 17.74722 25.53475
C66 14.08702 12.82696 29.13370
C67 14.71898 16.81915 23.12145
N9 16.12905 16.17995 16.27343
C68 15.96317 14.71007 16.43052
H178 13.63539 23.69297 26.43346
C69 13.80602 23.14163 27.36610
H179 17.26179 19.93208 24.82724
H180 13.30204 13.77595 31.68741
H181 16.04057 11.19297 22.86899
C70 15.36144 12.09962 24.73277
H182 9.84890 12.40713 21.24845
H183 11.86730 23.60609 28.17718